(A)
Below is a 2-piece molecular cluster, C11H18 overall, with properties calculated with ωB97M-V with the def2-TZVPD basis set.

Output
Net charge: 0
Orbital gap (eV): 10.00
HOMO (eV): -9.1
Structure (SMILES): Cc1ccccc1.CC(C)C

```
29
Properties=species:S:1:pos:R:3:nbo_charge:R:1
C -0.623 1.385 2.551 -0.633
C -0.380 0.020 1.969 -0.004
C -1.337 -0.986 2.057 -0.222
C -1.106 -2.223 1.486 -0.199
C 0.094 -2.491 0.831 -0.232
C 1.071 -1.517 0.805 -0.194
C 0.848 -0.269 1.395 -0.227
H 0.281 1.771 3.031 0.220
H -1.476 1.401 3.229 0.215
H -0.924 2.128 1.800 0.220
H -2.253 -0.776 2.589 0.210
H -1.849 -3.018 1.442 0.213
H 0.250 -3.483 0.419 0.214
H 2.059 -1.691 0.406 0.209
H 1.587 0.486 1.172 0.211
C 1.570 1.935 -2.297 -0.603
C 0.398 0.978 -2.063 -0.246
C -0.902 1.693 -1.818 -0.603
C 0.266 0.003 -3.268 -0.606
H 1.562 2.868 -1.725 0.205
H 1.559 2.273 -3.342 0.199
H 2.542 1.451 -2.147 0.207
H 0.720 0.268 -1.310 0.210
H -1.717 1.041 -1.513 0.214
H -0.863 2.467 -1.044 0.204
H -1.228 2.185 -2.735 0.202
H 0.417 -1.022 -2.908 0.207
H -0.689 0.109 -3.780 0.205
H 1.041 0.076 -4.038 0.205
```

(B)
Below is a 2-piece molecular cluster, C11H18 overall, with properties calculated with ωB97M-V with the def2-TZVPD basis set.

Output
Net charge: 0
Orbital gap (eV): 10.01
HOMO (eV): -9.0
Structure (SMILES): CCc1ccccc1.CCC

```
29
Properties=species:S:1:pos:R:3:nbo_charge:R:1
C -3.210 -0.321 1.386 -0.607
C -1.908 -0.741 2.058 -0.443
C -0.719 0.148 1.789 0.079
C 0.230 0.317 2.794 -0.242
C 1.267 1.218 2.650 -0.202
C 1.422 1.881 1.431 -0.225
C 0.496 1.723 0.431 -0.197
C -0.578 0.860 0.607 -0.258
H -4.030 -0.961 1.705 0.212
H -3.228 -0.362 0.297 0.204
H -3.535 0.662 1.739 0.207
H -2.130 -0.876 3.115 0.211
H -1.655 -1.752 1.701 0.210
H 0.139 -0.253 3.713 0.208
H 2.053 1.385 3.369 0.212
H 2.274 2.547 1.339 0.209
H 0.642 2.290 -0.477 0.210
H -1.326 0.814 -0.164 0.212
C 0.047 -0.966 -3.094 -0.606
C 1.570 -1.245 -3.011 -0.404
C 2.257 -0.214 -2.095 -0.622
H -0.584 -1.510 -2.388 0.204
H -0.170 0.088 -2.889 0.195
H -0.290 -1.178 -4.100 0.207
H 1.980 -1.275 -4.019 0.198
H 1.665 -2.240 -2.573 0.200
H 3.288 0.066 -2.321 0.212
H 2.435 -0.713 -1.147 0.209
H 1.597 0.609 -1.848 0.205
```

(A) is preferred energetically. Next in line: 2.6 kcal/mol higher.

(A)
Below is a 2-piece molecular cluster, C3H6ClNS overall, with properties calculated with ωB97M-V with the def2-TZVPD basis set.

Output
Net charge: 0
Orbital gap (eV): 10.13
HOMO (eV): -9.3
Structure (SMILES): C=CCl.C=NS

```
12
Properties=species:S:1:pos:R:3:nbo_charge:R:1
C 1.314 0.637 -0.654 -0.414
C 2.439 -0.036 -0.475 -0.214
Cl 2.548 -1.453 0.520 -0.025
H 0.382 0.340 -0.183 0.224
H 1.312 1.517 -1.289 0.211
H 3.386 0.234 -0.931 0.209
C -1.735 0.401 1.279 -0.084
N -1.740 0.075 0.052 -0.542
S -2.326 -1.494 -0.316 0.172
H -1.366 1.396 1.530 0.184
H -2.073 -0.239 2.102 0.158
H -2.141 -1.377 -1.637 0.122
```

(B)
Below is a single C3H6ClNS molecule, with properties calculated with ωB97M-V with the def2-TZVPD basis set.

Output
Net charge: 0
Orbital gap (eV): 9.07
HOMO (eV): -8.5
Structure (SMILES): CS/N=C\CCl

```
12
Properties=species:S:1:pos:R:3:nbo_charge:R:1
C 2.533 -0.586 -0.354 -0.784
S 0.899 -0.623 0.247 0.391
N 0.157 0.667 -0.555 -0.542
C -1.083 0.893 -0.217 0.070
C -2.052 0.127 0.758 -0.400
Cl -3.135 -0.813 -0.413 -0.078
H 3.207 -0.065 0.298 0.219
H 2.806 -1.634 -0.443 0.233
H 2.457 -0.050 -1.373 0.252
H -1.531 1.754 -0.684 0.186
H -2.645 0.900 1.365 0.233
H -1.614 -0.570 1.372 0.219
```

(B) is preferred energetically. Next in line: 15.5 kcal/mol higher.